1.
Below is a single C3H5ClFN3 molecule at a distorted geometry, with properties calculated with wB97M-V/def2-TZVPD.

XYZ file:
```
13
Properties=species:S:1:pos:R:3:forces:R:3
C 1.975606 -0.161617 0.499633 -2.6 -1.8 -3.7
C 0.119512 -0.895668 -0.268557 3.0 1.1 3.0
C -1.841854 0.590975 -0.333821 -0.7 -3.8 -2.0
N 1.389430 0.964414 0.906152 -0.9 2.8 1.6
N 0.165155 1.190725 0.754024 1.8 0.9 1.2
N -0.539246 0.219644 0.238328 -1.7 -1.0 -2.4
F -0.126225 -1.948073 0.562702 0.1 -0.9 -0.3
Cl 3.228338 0.201248 -0.697085 -0.1 -0.3 0.2
H 2.265001 -0.959640 1.134996 0.1 -0.4 0.8
H -0.026794 -1.097401 -1.292017 -0.2 -0.6 -1.1
H -2.659354 -0.083772 0.093285 1.2 0.9 -0.5
H -2.034661 1.558769 -0.064828 -0.5 2.5 0.4
H -1.914914 0.420391 -1.532809 0.5 0.6 2.8
```
Positions in Å, forces in eV/Å.

Results
Max |F| = 4.916 eV Å⁻¹
Frontier orbital gap = 9.579 eV
Energy relative to the best compared isomer or geometry (same formula, charge and spin) = 48.3 kcal per mole
Lowest unoccupied orbital energy = 0.485 eV

natural (NBO) atomic charge list, values in e, 2 entries: C -0.05; C 0.29


2.
Below is 2 unconnected molecules or ions with the total composition C3H5ClFNO3 at a distorted geometry, with properties calculated with wB97M-V/def2-TZVPD.

XYZ file:
```
14
Properties=species:S:1:pos:R:3:forces:R:3
C -1.079208 0.800522 0.478379 0.4 0.6 -1.0
C 0.497872 0.763107 0.321333 -3.4 -1.1 -0.9
C 0.733118 -0.419225 -0.636860 1.2 -2.7 2.3
N -0.154000 -2.038148 0.132155 1.5 3.0 -1.8
O 0.598292 -2.833555 0.542528 1.3 -1.5 0.9
O -1.334489 -2.092719 0.064638 -1.6 -0.3 -0.2
O 1.101599 1.828131 -0.264603 1.6 0.9 0.8
F 0.244646 -0.296688 -1.843796 -0.5 0.3 -0.1
Cl 2.432630 -0.952983 -0.694664 -1.1 0.3 0.0
H -1.476640 1.104275 -0.536708 0.0 -0.9 1.0
H -1.527111 1.513120 1.185376 0.8 0.0 0.0
H -1.347270 -0.218864 0.811062 -0.4 1.0 -0.6
H 0.824251 0.677301 1.308188 1.4 -1.0 1.3
H 0.486310 2.165727 -0.867027 -1.2 1.2 -1.7
```
Positions in Å, forces in eV/Å.

Results
Max |F| = 3.852 eV Å⁻¹
Frontier orbital gap = 10.368 eV
Energy relative to the best compared isomer or geometry (same formula, charge and spin) = 24.6 kcal per mole
Lowest unoccupied orbital energy = 0.303 eV

natural (NBO) atomic charge list, values in e, 2 entries: C -0.65; C 0.00


3.
Below is a single C3H5ClN2 molecule at a distorted geometry, with properties calculated with wB97M-V/def2-TZVPD.

XYZ file:
```
11
Properties=species:S:1:pos:R:3:forces:R:3
Cl 2.055869 1.080553 0.881034 -0.4 -0.2 0.0
C 0.398529 0.494609 1.052183 -1.4 0.4 -2.0
C 0.041108 -0.788396 0.348238 -0.3 4.6 -2.8
C -0.411613 -0.274765 -1.208766 2.3 -1.2 2.6
N -0.781896 1.096341 -1.005021 -1.0 0.2 -0.9
N -0.626628 1.630516 0.046427 1.9 -0.8 1.9
H 0.068987 0.514760 2.070394 0.0 0.4 0.5
H -0.784096 -1.133119 0.823910 -2.6 -1.3 1.3
H 0.780230 -1.476224 0.336083 2.4 -2.2 -0.3
H 0.553433 -0.304451 -1.805820 -1.6 -0.1 0.1
H -1.293923 -0.839825 -1.538663 0.7 0.2 -0.4
```
Positions in Å, forces in eV/Å.

Results
Max |F| = 5.381 eV Å⁻¹
Frontier orbital gap = 9.760 eV
Energy relative to the best compared isomer or geometry (same formula, charge and spin) = 42.4 kcal per mole
Lowest unoccupied orbital energy = 0.961 eV

natural (NBO) atomic charge list, values in e, 2 entries: Cl -0.04; C -0.16


4.
Below is a single C3H5ClN2 molecule at a distorted geometry, with properties calculated with wB97M-V/def2-TZVPD.

XYZ file:
```
11
Properties=species:S:1:pos:R:3:forces:R:3
H 2.393782 -0.195890 1.321776 -0.8 0.7 -1.1
N 1.590161 0.113731 0.711442 0.3 -1.5 0.7
C 0.842398 -0.938334 0.624200 0.2 1.0 0.7
N -0.403841 -0.979342 0.027378 -0.2 -1.0 0.3
C -1.024044 0.129120 -0.589814 -0.5 -0.9 -0.5
C -0.552157 1.371910 -0.594356 -0.4 -0.1 -0.4
Cl -1.458982 2.551138 -1.474821 -0.2 0.4 -0.2
H 1.165348 -1.837917 1.151611 -0.6 -0.3 -0.4
H -0.973310 -1.841489 0.215577 1.0 1.6 -0.5
H -1.937698 -0.128215 -1.206988 1.1 0.4 1.1
H 0.358344 1.755289 -0.186003 0.1 -0.2 0.3
```
Positions in Å, forces in eV/Å.

Results
Max |F| = 1.922 eV Å⁻¹
Frontier orbital gap = 9.124 eV
Energy relative to the best compared isomer or geometry (same formula, charge and spin) = 9.3 kcal per mole
Lowest unoccupied orbital energy = 0.621 eV

natural (NBO) atomic charge list, values in e, 2 entries: H 0.35; N -0.71


5.
Below is a single C3H5ClN2OS molecule, with properties calculated with wB97M-V/def2-TZVPD.

XYZ file:
```
13
Properties=species:S:1:pos:R:3:forces:R:3
O -0.791600 2.379170 -0.032602 0.0 -0.7 -0.1
C -0.647155 1.176919 0.009681 -0.2 0.4 -0.1
C -1.293548 0.235906 -1.015745 0.4 0.3 0.6
Cl -2.349316 -0.979192 -0.264838 -0.1 -0.1 0.1
N 0.090581 0.598799 1.028140 -0.1 -0.4 -0.2
N 0.566576 -0.693571 0.907752 0.1 0.3 -0.1
C 1.646113 -1.022665 0.177952 0.3 -0.3 -0.2
S 2.556089 -0.015239 -0.733414 -0.2 -0.2 0.2
H -1.888941 0.851171 -1.657678 -0.3 0.3 -0.3
H -0.528317 -0.269849 -1.586550 0.2 -0.2 -0.1
H 0.707946 1.240373 1.500342 0.1 0.1 0.1
H 0.065154 -1.395930 1.415527 -0.2 -0.2 0.2
H 1.866414 -2.105887 0.251434 -0.2 0.6 0.0
```
Positions in Å, forces in eV/Å.

Results
Max |F| = 0.840 eV Å⁻¹
Frontier orbital gap = 9.418 eV
Energy relative to the best compared isomer or geometry (same formula, charge and spin) = 6.9 kcal per mole
Lowest unoccupied orbital energy = 0.362 eV

natural (NBO) atomic charge list, values in e, 2 entries: O -0.55; C 0.67


6.
Below is a single C3H5ClN2OS molecule at a distorted geometry, with properties calculated with wB97M-V/def2-TZVPD.

XYZ file:
```
13
Properties=species:S:1:pos:R:3:forces:R:3
O -2.466618 1.773631 -0.070288 -2.5 -0.5 -0.2
N -3.199168 0.571041 -0.040219 3.1 -3.7 1.3
C -2.558766 -0.650364 0.021663 -3.7 1.8 1.4
S -0.879372 -1.287951 -0.282799 -0.2 1.5 0.6
N 0.022665 0.234671 -0.310632 2.7 -1.2 -0.2
C 1.359932 0.354633 -0.241779 -5.4 3.2 1.8
C 2.477571 -0.568176 0.179512 -0.6 -1.4 -3.0
Cl 3.941926 0.396965 -0.133445 0.3 -0.7 0.2
H -1.568436 1.653073 -0.298881 2.0 -0.9 -0.4
H -3.381632 -1.524463 0.596260 2.8 2.6 -2.5
H 1.385824 1.587836 -0.132858 1.4 -3.3 -0.5
H 2.439664 -0.976043 1.166863 -0.1 0.5 1.0
H 2.426406 -1.564858 -0.453394 0.4 2.1 0.7
```
Positions in Å, forces in eV/Å.

Results
Max |F| = 6.529 eV Å⁻¹
Frontier orbital gap = 8.852 eV
Energy relative to the best compared isomer or geometry (same formula, charge and spin) = 121.7 kcal per mole
Lowest unoccupied orbital energy = -0.067 eV

natural (NBO) atomic charge list, values in e, 2 entries: O -0.54; N -0.11


7.
Below is a single C3H5ClN2S molecule at a distorted geometry, with properties calculated with wB97M-V/def2-TZVPD.

XYZ file:
```
12
Properties=species:S:1:pos:R:3:forces:R:3
C 0.608509 -0.057971 1.390738 2.7 -3.2 2.8
C -0.243449 1.303877 -0.241599 -1.7 -1.8 4.0
C -0.895277 -0.029297 -0.615831 -0.3 0.2 2.9
N 0.385014 1.122675 1.090922 -2.3 3.9 -2.3
N 1.222151 -1.520425 -0.658980 0.9 1.1 -2.4
S -0.019079 -1.372644 0.273102 -1.1 0.8 1.4
Cl -2.582121 -0.189416 -0.077081 -0.4 0.2 0.2
H 1.254410 -0.182288 2.298625 -1.0 -1.2 -0.9
H 0.520319 1.452294 -0.872531 2.4 1.2 -2.8
H -1.036614 2.018169 -0.118126 0.1 0.8 -0.6
H -0.928140 -0.184435 -1.616750 0.2 -0.7 -3.0
H 1.714280 -2.360540 -0.852490 0.5 -1.2 0.7
```
Positions in Å, forces in eV/Å.

Results
Max |F| = 5.092 eV Å⁻¹
Frontier orbital gap (spin up / spin down) = 5.780 / 7.254 eV
2S+1 = 3
Energy relative to the best compared isomer or geometry (same formula, charge and spin) = 33.3 kcal per mole
Lowest unoccupied orbital energy (spin up / spin down) = 0.620 / -2.504 eV

natural (NBO) atomic charge list, values in e, 2 entries: C -0.32; C -0.28


8.
Below is a single C3H5ClNOPS molecule at a distorted geometry, with properties calculated with wB97M-V/def2-TZVPD.

XYZ file:
```
13
Properties=species:S:1:pos:R:3:forces:R:3
C -0.789502 1.144993 -1.270588 -7.3 -1.3 1.0
N -0.387720 0.062124 -0.422093 0.5 -0.4 1.1
C 0.959187 -0.302405 -0.296786 0.2 -0.8 -0.7
O 1.825897 0.029614 -1.063329 -0.3 0.4 0.2
C 1.193527 -1.353669 0.757689 1.3 -1.6 2.5
S -0.299295 -1.797957 1.682914 -1.0 0.7 -0.3
P -1.530986 -0.350130 0.793700 1.2 1.2 1.0
Cl -1.220889 1.695980 2.312827 -0.2 -1.7 -1.4
H -1.478751 1.793038 -0.621785 1.1 -0.4 -0.8
H -0.181773 1.754011 -1.746178 4.0 2.3 -1.6
H -1.547207 0.841360 -2.108331 1.4 -0.2 1.4
H 1.495159 -2.360631 0.364275 0.0 1.3 -0.3
H 1.962353 -1.156327 1.617684 -1.1 0.4 -2.1
```
Positions in Å, forces in eV/Å.

Results
Max |F| = 7.447 eV Å⁻¹
Frontier orbital gap = 8.834 eV
Energy relative to the best compared isomer or geometry (same formula, charge and spin) = 18.6 kcal per mole
Lowest unoccupied orbital energy = -0.931 eV

natural (NBO) atomic charge list, values in e, 2 entries: C -0.42; N -0.76


9.
Below is 2 unconnected molecules or ions with the total composition C3H5ClO at a distorted geometry, with properties calculated with wB97M-V/def2-TZVPD.

XYZ file:
```
10
Properties=species:S:1:pos:R:3:forces:R:3
C -1.135208 1.201511 -0.301174 -0.6 3.1 1.4
C -0.714311 0.010640 -0.500700 1.6 -4.5 -1.4
C 0.627083 -0.504849 0.003843 -0.4 0.6 0.6
O 1.007844 -1.744682 -0.357546 0.4 -0.6 1.5
Cl 2.094868 0.521627 0.018944 -0.8 0.4 -0.1
H -2.043489 1.595949 -0.652532 -1.2 -0.1 -0.8
H -0.697046 1.923534 0.367902 0.8 -0.1 0.0
H -1.370752 -0.723126 -1.123880 1.6 1.1 1.2
H 0.497735 -0.271214 2.252030 -0.1 -0.3 -1.1
H 1.733278 -2.009387 0.293114 -1.2 0.4 -1.4
```
Positions in Å, forces in eV/Å.

Results
Max |F| = 4.925 eV Å⁻¹
Frontier orbital gap (spin up / spin down) = 9.490 / 7.501 eV
Energy relative to the best compared isomer or geometry (same formula, charge and spin) = 111.8 kcal per mole
Lowest unoccupied orbital energy (spin up / spin down) = -0.278 / -0.551 eV

natural (NBO) atomic charge list, values in e, 2 entries: C -0.33; C -0.30


10.
Below is 2 unconnected molecules or ions with the total composition C3H5ClO2 at a distorted geometry, with properties calculated with wB97M-V/def2-TZVPD.

XYZ file:
```
11
Properties=species:S:1:pos:R:3:forces:R:3
C 2.198599 0.206733 -0.299870 1.0 2.5 0.4
C -1.321160 -0.911506 0.105000 -2.3 2.8 -1.3
C -0.497235 1.294600 0.078883 -0.3 -2.0 2.2
O 3.127399 0.930925 -0.140640 -1.6 -1.5 -0.4
O -1.041341 0.332951 0.786740 -1.0 -0.5 1.2
Cl 2.285797 -1.567929 -0.273610 0.1 -0.7 0.0
H -0.991182 -0.622629 -0.950143 -0.4 -1.9 1.1
H -2.481415 -1.063315 0.139612 2.2 0.0 -0.1
H -0.788828 -1.595524 0.708721 0.5 -1.4 -0.2
H -0.398174 1.015647 -0.884764 0.7 0.5 -3.4
H -0.092463 1.980046 0.730068 1.0 2.1 0.4
```
Positions in Å, forces in eV/Å.

Results
Max |F| = 3.815 eV Å⁻¹
Frontier orbital gap (spin up / spin down) = 9.176 / 5.969 eV
Energy relative to the best compared isomer or geometry (same formula, charge and spin) = 118.3 kcal per mole
Lowest unoccupied orbital energy (spin up / spin down) = 0.414 / -1.272 eV

natural (NBO) atomic charge list, values in e, 2 entries: C 0.39; C -0.25